{"formula": "C25H55N3O3", "method": "ωB97M-V/def2-TZVPD", "species": ["C", "C", "C", "N", "C", "C", "C", "C", "C", "H", "H", "H", "H", "H", "H", "H", "H", "H", "H", "H", "H", "H", "H", "H", "H", "H", "H", "C", "C", "C", "N", "C", "C", "C", "C", "C", "H", "H", "H", "H", "H", "H", "H", "H", "H", "H", "H", "H", "H", "H", "H", "H", "H", "H", "C", "C", "C", "N", "C", "C", "C", "C", "C", "H", "H", "H", "H", "H", "H", "H", "H", "H", "H", "H", "H", "H", "H", "H", "H", "H", "H", "O", "C", "O", "O", "H"], "xyz": [[27.582, 10.123, 5.170], [28.661, 11.119, 4.785], [28.202, 12.076, 3.695], [29.282, 12.967, 3.149], [30.130, 13.611, 4.216], [30.205, 12.233, 2.207], [29.468, 12.161, 0.873], [28.510, 13.360, 0.895], [28.678, 14.031, 2.254], [27.175, 9.606, 4.296], [26.669, 10.603, 5.536], [27.998, 9.427, 5.890], [29.546, 10.543, 4.486], [29.094, 11.665, 5.629], [27.372, 12.694, 4.029], [27.937, 11.435, 2.852], [29.579, 14.342, 4.798], [30.863, 14.179, 3.645], [30.607, 12.762, 4.702], [31.113, 12.823, 2.098], [30.470, 11.289, 2.681], [30.204, 12.182, 0.073], [28.946, 11.211, 0.768], [28.788, 14.066, 0.113], [27.502, 13.038, 0.646], [29.439, 14.806, 2.194], [27.750, 14.406, 2.674], [36.908, 10.560, 2.234], [35.931, 10.859, 3.358], [36.114, 12.267, 3.882], [35.162, 12.763, 4.907], [33.787, 12.764, 4.294], [35.491, 14.100, 5.475], [35.183, 14.011, 6.998], [34.680, 12.602, 7.270], [35.062, 11.781, 6.057], [36.781, 11.264, 1.408], [36.721, 9.569, 1.822], [37.958, 10.618, 2.525], [36.011, 10.123, 4.165], [34.920, 10.621, 3.014], [36.231, 12.979, 3.061], [37.106, 12.318, 4.348], [33.521, 11.727, 4.124], [33.905, 13.306, 3.354], [33.109, 13.316, 4.937], [34.968, 14.953, 5.058], [36.569, 14.230, 5.413], [34.463, 14.755, 7.335], [36.104, 14.266, 7.520], [33.592, 12.587, 7.383], [35.028, 12.166, 8.205], [34.455, 10.911, 5.804], [36.104, 11.479, 6.230], [34.528, 9.142, 9.679], [35.314, 8.993, 8.377], [36.183, 7.739, 8.396], [36.338, 7.123, 7.046], [37.321, 7.891, 6.209], [35.024, 6.895, 6.302], [35.114, 5.543, 5.599], [36.487, 4.962, 5.924], [36.884, 5.700, 7.188], [35.175, 8.905, 10.523], [33.685, 8.451, 9.671], [34.114, 10.143, 9.769], [35.929, 9.861, 8.112], [34.619, 9.002, 7.530], [35.637, 7.002, 8.988], [37.150, 7.917, 8.861], [38.229, 7.963, 6.796], [36.859, 8.854, 5.997], [37.394, 7.366, 5.261], [34.843, 7.747, 5.646], [34.226, 6.872, 7.041], [34.785, 5.573, 4.564], [34.394, 4.891, 6.101], [37.179, 5.176, 5.106], [36.491, 3.887, 6.073], [37.958, 5.760, 7.345], [36.373, 5.275, 8.050], [31.412, 8.479, 5.163], [32.405, 9.432, 5.277], [33.549, 9.082, 4.846], [32.110, 10.558, 5.695], [31.964, 7.826, 4.710]], "atomic_forces_ev_per_a": [[-0.694, 0.491, -0.328], [1.023, 0.118, 0.128], [0.505, -1.094, -0.096], [0.163, 1.157, 0.107], [0.082, -0.336, -1.181], [-0.133, -0.375, 0.097], [0.292, -0.525, 0.363], [0.092, 0.145, -0.830], [0.111, -0.551, -0.253], [0.563, -0.327, -0.047], [0.315, 0.119, 0.553], [-0.285, -0.154, 0.038], [-0.161, 0.009, -0.407], [-0.660, 0.000, 0.298], [-0.031, 0.068, -0.118], [-0.555, 0.346, -0.073], [-0.268, -0.504, 0.418], [0.193, -0.011, 0.223], [0.065, 0.448, 0.697], [-0.057, 0.139, 0.148], [-0.014, -0.065, -0.167], [-0.110, 0.161, -0.093], [-0.121, 0.068, 0.032], [-0.079, 0.060, 0.050], [-0.124, 0.094, 0.359], [-0.188, 0.210, 0.015], [0.100, 0.106, 0.183], [0.148, 0.167, -0.322], [-0.714, -0.757, 0.221], [1.753, 0.217, -0.099], [-1.906, -0.816, -0.513], [0.640, 0.687, -0.668], [0.679, 0.071, 1.670], [0.224, 0.433, 0.025], [-1.324, -0.241, 0.016], [1.925, 0.139, 0.913], [-0.046, 0.000, 0.030], [0.040, -0.044, 0.082], [-0.055, -0.033, 0.173], [0.345, 0.177, 0.052], [-0.010, 0.483, -0.167], [-0.689, 0.146, 0.035], [-0.125, -0.100, 0.186], [-0.454, 0.140, 0.165], [-0.257, -0.005, -0.050], [-0.116, -0.348, 0.185], [-0.057, -0.365, -0.738], [-0.031, 0.118, -0.536], [-0.088, 0.007, -0.221], [-0.027, -0.275, 0.150], [0.008, 0.140, -0.149], [0.364, 0.002, -0.144], [-0.153, 0.218, -0.098], [-0.064, -0.252, -0.206], [0.243, -0.009, -0.364], [0.128, 0.668, -0.809], [-1.363, 0.077, 0.022], [0.708, -1.248, -0.330], [-1.343, -0.003, 0.118], [0.072, 0.542, -0.024], [-0.792, -0.702, 0.907], [0.384, 0.600, -0.773], [-0.023, 0.164, 0.050], [-0.164, 0.204, 0.193], [0.058, -0.085, 0.109], [0.097, 0.031, 0.170], [0.160, 0.061, 0.616], [-0.112, -0.426, 0.126], [0.203, -0.128, 0.039], [0.145, -0.132, -0.185], [0.260, 0.094, -0.347], [0.254, 0.164, 0.146], [0.487, -0.017, 0.046], [-0.071, -0.095, 0.052], [0.079, 0.153, 0.119], [0.486, 0.091, -0.166], [-0.122, 0.049, -0.164], [0.154, -0.093, 0.142], [-0.076, -0.010, 0.042], [-0.019, -0.085, 0.234], [0.161, -0.051, 0.083], [0.878, 0.290, -0.055], [0.446, 0.869, -0.556], [-0.204, -0.149, 0.219], [-0.511, 0.128, 0.292], [-0.633, -0.657, -0.062]], "e_tot_ev": -37416.556, "homo_lumo_gap_ev": 9.31, "total_charge": 2, "homo_ev": -13.40}